No. 1
A structure of composition C6H8N2O3, computed with wB97M-V/def2-TZVPD.

Each line ends with the natural charge from an NBO analysis.
Element x y z (Å)
1 C 1.83 0.53 -0.18  -0.085
2 C 1.73 -0.80 0.06  -0.076
3 C -0.28 0.07 0.24  0.786
4 C -2.26 0.15 -0.15  0.939
5 C 0.23 2.45 -0.10  -0.400
6 C -0.18 -2.46 0.22  -0.393
7 N 0.58 1.08 0.06  -0.387
8 N 0.37 -1.08 0.37  -0.395
9 O -3.44 0.20 -0.17  -0.605
10 O -1.47 0.42 0.93  -0.522
11 O -1.41 -0.18 -1.05  -0.643
12 H 2.66 1.23 -0.20  0.231
13 H 2.36 -1.74 -0.20  0.235
14 H -0.67 2.56 -0.63  0.226
15 H 0.07 2.80 0.94  0.212
16 H 1.00 3.05 -0.53  0.219
17 H -1.20 -2.37 -0.32  0.241
18 H 0.57 -2.95 -0.35  0.208
19 H -0.48 -2.96 1.06  0.208

Calculated values
HOMO energy, eV: -8.45
Total charge: 0
E, eV: -15472.769

=====

No. 2
A cluster of 2 separate species, C2H4ClF2N in total, computed with wB97M-V/def2-TZVPD.

Each line ends with the natural charge from an NBO analysis.
Element x y z (Å)
1 F 2.76 0.45 -0.01  -0.303
2 C 2.21 -0.70 0.42  0.488
3 N 1.08 -0.76 0.95  -0.471
4 Cl 0.76 -2.31 1.49  0.145
5 H 2.86 -1.51 0.31  0.143
6 C -1.92 1.02 -0.61  -0.139
7 F -2.68 0.14 -1.42  -0.380
8 H -2.52 1.41 0.19  0.167
9 H -1.46 1.89 -1.15  0.168
10 H -1.08 0.37 -0.17  0.181

Calculated values
HOMO energy, eV: -10.91
Total charge: 0
Structure (SMILES): F/C=N/Cl.CF
E, eV: -21584.229

=====

No. 3
A structure of composition C20H25AsNO4S6TcTe, computed with wB97M-V/def2-TZVPD.

Each line ends with the Löwdin spin population.
Element x y z (Å)
1 Tc 0.74 0.65 -0.10  0.000
2 S 1.01 -3.81 0.56  0.253
3 As 1.41 -2.35 -0.89  0.002
4 S -0.22 -0.96 -1.45  -0.002
5 S 2.60 -0.61 -0.19  0.000
6 S 2.23 -3.63 -2.35  0.716
7 O 0.40 4.01 0.64  0.000
8 S 1.21 3.45 -0.40  0.000
9 O 2.00 2.22 0.10  0.000
10 O 2.02 4.30 -1.20  0.000
11 S -0.03 2.13 -1.55  0.000
12 C -0.97 2.08 3.12  0.000
13 C -0.85 0.74 2.48  0.000
14 O -1.51 -0.24 3.06  0.002
15 N -0.12 0.51 1.45  0.000
16 Te -1.46 -2.02 2.06  0.010
17 C -3.50 -2.29 2.39  0.002
18 C -4.07 -2.31 3.67  0.000
19 C -3.31 -2.16 4.96  0.000
20 C -5.45 -2.49 3.73  0.000
21 C -6.23 -2.67 2.60  0.000
22 C -7.72 -2.86 2.71  0.000
23 C -5.62 -2.66 1.35  0.000
24 C -4.25 -2.47 1.22  0.000
25 C -3.63 -2.47 -0.16  0.000
26 C -0.67 -3.24 3.58  0.008
27 C 0.36 -2.81 4.41  0.003
28 C 1.02 -1.46 4.30  0.000
29 C 0.82 -3.70 5.37  0.000
30 C 0.32 -4.99 5.48  0.001
31 C 0.84 -5.95 6.52  0.000
32 C -0.65 -5.40 4.57  0.000
33 C -1.16 -4.55 3.60  0.003
34 C -2.15 -5.11 2.62  0.000
35 H -2.02 2.29 3.30  0.000
36 H -0.52 2.84 2.50  0.000
37 H -0.48 2.03 4.10  0.000
38 H -2.52 -1.42 4.90  0.000
39 H -2.86 -3.11 5.26  0.000
40 H -3.99 -1.85 5.75  0.000
41 H -5.93 -2.49 4.71  0.000
42 H -8.04 -2.88 3.74  0.000
43 H -8.02 -3.80 2.23  0.000
44 H -8.25 -2.06 2.20  0.000
45 H -6.22 -2.79 0.46  0.000
46 H -4.40 -2.61 -0.92  0.000
47 H -2.91 -3.27 -0.28  0.000
48 H -3.13 -1.53 -0.38  0.000
49 H 1.22 -1.19 3.26  0.000
50 H 1.99 -1.48 4.81  0.000
51 H 0.42 -0.68 4.77  0.000
52 H 1.62 -3.39 6.04  0.000
53 H 1.44 -5.43 7.26  0.000
54 H 1.47 -6.71 6.04  0.000
55 H 0.03 -6.46 7.02  0.000
56 H -1.01 -6.42 4.61  0.000
57 H -2.05 -6.19 2.56  0.000
58 H -1.98 -4.74 1.60  0.000
59 H -3.18 -4.88 2.90  0.000

Calculated values
HOMO energy (alpha / beta), eV: -11.90 / -11.83
<S²>: 0.758
Multiplicity: 2
Total charge: +1
E, eV: -166161.814

=====

No. 4
A structure of composition CH5N2O, computed with wB97M-V/def2-TZVPD.

Each line ends with the natural charge from an NBO analysis.
Element x y z (Å)
1 C -0.64 0.38 -0.19  0.327
2 N -1.35 -0.40 0.75  -0.210
3 N 0.92 0.15 -0.14  -0.744
4 O -1.41 -0.58 -0.70  -0.299
5 H -0.93 1.39 -0.40  0.228
6 H -0.50 -1.32 1.10  0.316
7 H 1.23 -0.73 -0.52  0.453
8 H 1.36 0.21 0.85  0.472
9 H 1.32 0.89 -0.75  0.458

Calculated values
HOMO energy, eV: -15.96
Total charge: +1
E, eV: -6134.438